Entry 1:
The following is a DFT calculation (ωB97M-V/def2-TZVPD) of a molecular structure, C72H76GaGe2N3OS5.

Maximum force   0.46 eV/Å
Energy above the lowest of the compared OMol25 structures with the same formula, charge and spin   0.000 eV
Multiplicity   1
Orbital gap   7.0 eV
Molar mass   1374.7 g/mol
E_tot   -302011.640 eV
E_LUMO   -0.1 eV

```
160
Properties=species:S:1:pos:R:3:forces:R:3
Ga 1.451327 -1.043256 0.260134 0.2 0.4 0.1
C 1.310518 -2.122727 -3.990211 0.0 0.0 0.0
C 0.923526 -1.744567 -2.691883 0.0 0.2 0.0
N 1.792997 -1.649381 -1.716988 0.0 -0.3 0.1
C 3.102657 -1.952264 -1.927396 0.0 0.0 0.0
C 3.582528 -2.279962 -3.202636 0.0 0.0 -0.1
C 2.626867 -2.369955 -4.243315 0.0 0.0 0.1
C 4.970238 -2.487984 -3.388893 0.0 0.0 0.0
C 5.808343 -2.334556 -2.322612 0.0 0.0 0.0
C 5.325563 -2.050084 -1.027750 0.0 0.0 0.0
C 3.970620 -1.923640 -0.782127 0.0 0.0 0.0
N 3.322482 -1.752266 0.411641 -0.1 -0.1 0.0
C 3.812758 -2.025882 1.654959 0.0 0.0 0.0
C 5.035904 -2.559554 2.023197 0.1 0.0 0.0
C 5.351077 -2.811868 3.375618 0.0 0.0 0.0
C 4.482728 -2.543375 4.391815 0.0 0.0 0.0
C 3.208243 -2.016471 4.071349 0.0 0.0 0.0
C 2.218241 -1.723681 5.035755 0.0 0.0 0.0
C 1.002923 -1.233461 4.649819 0.0 0.0 0.0
C 0.750489 -1.047902 3.280994 0.0 0.1 0.0
N 1.656427 -1.318695 2.370640 0.0 0.0 0.0
C 2.881233 -1.774776 2.727000 -0.1 0.0 0.0
H 0.559836 -2.199805 -4.761640 0.2 0.0 0.2
H -0.105492 -1.496713 -2.460416 0.1 0.0 0.0
H 2.959781 -2.638867 -5.238129 0.0 0.0 0.0
H 5.344895 -2.746205 -4.369545 0.0 0.0 0.0
H 6.876004 -2.441981 -2.460566 0.0 0.0 0.0
H 6.037418 -1.894120 -0.234400 0.0 0.0 -0.1
H 5.772334 -2.817233 1.281953 0.0 0.0 0.1
H 6.325479 -3.225808 3.601204 0.0 0.0 0.0
H 4.744994 -2.723531 5.424652 0.0 0.0 0.0
H 2.440888 -1.895098 6.081773 0.0 0.0 0.0
H 0.234102 -0.994001 5.369375 0.0 0.0 0.0
H -0.198542 -0.669577 2.919692 0.0 0.0 0.0
C -1.177477 -1.750914 -6.115042 -0.2 0.0 -0.1
C -1.934583 -1.456896 -4.847564 0.0 0.0 0.0
C -2.564685 -0.224966 -4.679699 0.0 0.0 0.0
C -3.284048 0.069710 -3.536486 0.0 0.0 0.0
C -3.980763 1.395978 -3.400874 0.0 0.0 0.0
C -3.371811 -0.894366 -2.517443 0.0 0.0 0.0
C -2.757345 -2.136581 -2.665388 0.0 -0.1 0.1
C -2.863742 -3.228267 -1.633249 0.0 0.0 0.0
C -2.035818 -2.392104 -3.834220 -0.1 0.0 0.0
C -4.237419 -0.604297 -1.335006 0.0 0.0 -0.1
C -5.596030 -0.872442 -1.467148 0.0 0.0 0.0
C -6.467708 -0.613679 -0.427104 0.0 0.0 0.0
C -5.977577 -0.097267 0.759291 0.0 0.0 0.0
C -4.620244 0.166257 0.924738 -0.1 -0.1 -0.1
C -3.739282 -0.071920 -0.142151 0.0 0.0 0.1
Ge -1.815176 0.284908 -0.035730 0.1 0.1 0.1
S -0.768004 -1.604297 0.376581 0.0 -0.2 -0.1
S -0.884660 1.321466 -1.785231 0.0 0.0 0.1
Ge 0.317288 2.303868 -0.144086 0.0 -0.2 0.0
S 2.139190 1.135746 0.185493 0.1 0.2 0.0
S -1.198122 1.839677 1.448602 -0.1 -0.1 0.1
C 0.755032 4.201371 -0.386246 0.0 0.1 0.2
C 1.072585 4.992922 0.733973 -0.2 0.0 -0.1
C 1.358599 6.342209 0.561044 0.0 0.0 0.0
C 1.354825 6.909306 -0.701599 0.0 0.1 0.0
C 1.069356 6.126875 -1.804874 0.0 0.0 0.0
C 0.771276 4.774937 -1.662360 0.0 0.0 0.0
C 0.517141 3.979132 -2.899333 0.0 0.0 0.0
C -0.742781 3.967585 -3.491147 0.0 0.0 -0.1
C -1.928005 4.658488 -2.872328 0.0 0.0 0.0
C -0.930596 3.238777 -4.663393 0.0 0.0 0.0
C 0.093318 2.509770 -5.240492 0.0 0.0 0.0
C -0.122916 1.710932 -6.496840 0.1 0.1 0.0
C 1.343036 2.529576 -4.628592 0.0 0.0 0.0
C 1.575081 3.257579 -3.473703 0.1 0.0 0.1
C 2.945479 3.262565 -2.850101 0.0 0.1 0.0
C 1.096118 4.432620 2.117741 0.0 0.1 0.0
C 2.286693 3.954155 2.661541 0.0 0.0 0.0
C 3.606842 4.088858 1.950868 -0.1 -0.1 -0.1
C 2.263539 3.383418 3.931384 0.0 0.0 0.0
C 1.100978 3.312371 4.675267 -0.1 0.0 0.0
C 1.088969 2.649316 6.025584 0.0 0.0 0.0
C -0.061782 3.867616 4.144760 0.1 0.0 0.0
C -0.080737 4.435763 2.882391 0.0 -0.1 0.0
C -1.348116 5.035939 2.336591 0.0 0.1 0.0
C -4.213487 0.659747 2.274550 0.1 0.0 -0.1
C -4.329274 2.010760 2.592509 0.1 0.1 0.0
C -4.715268 3.044659 1.568666 0.0 0.0 0.0
C -4.052485 2.425998 3.892199 0.0 0.0 0.0
C -3.655640 1.535532 4.873468 0.0 0.0 0.0
C -3.390143 1.993954 6.281543 0.0 0.0 0.0
C -3.526650 0.192363 4.529886 0.0 0.0 0.0
C -3.808183 -0.262443 3.250890 0.0 0.0 0.0
C -3.719645 -1.733294 2.938583 0.0 0.0 0.0
H -1.804174 -1.570185 -6.989419 0.0 0.0 0.0
H -0.845012 -2.787432 -6.145203 0.0 -0.1 0.0
H -0.299522 -1.108227 -6.211947 -0.1 -0.2 0.0
H -2.496088 0.517422 -5.466029 0.0 0.0 0.0
H -3.738213 2.040144 -4.244185 0.0 0.0 0.0
H -3.676487 1.904304 -2.484671 0.0 0.0 0.0
H -5.064355 1.269719 -3.362897 0.0 0.0 0.0
H -3.404703 -2.903283 -0.746234 0.0 0.0 0.0
H -1.869342 -3.557995 -1.325252 -0.1 0.0 -0.1
H -3.388228 -4.088502 -2.055001 0.0 0.0 0.0
H -1.552752 -3.357274 -3.939967 0.0 -0.1 0.0
H -5.958605 -1.285431 -2.400262 0.0 0.0 0.0
H -7.523620 -0.821281 -0.535961 0.0 0.0 0.0
H -6.646760 0.097852 1.587554 0.0 0.0 0.0
H 1.595607 6.942612 1.430627 0.0 0.0 0.0
H 1.586560 7.958944 -0.826606 0.0 0.0 0.0
H 1.077496 6.556507 -2.798977 0.0 0.0 0.0
H -1.654460 5.248451 -1.999874 0.0 0.0 0.0
H -2.664056 3.915942 -2.556739 0.0 0.0 0.0
H -2.413151 5.317834 -3.593557 0.0 0.0 0.0
H -1.913042 3.233624 -5.122537 0.0 0.0 0.0
H -1.152244 1.792231 -6.843871 0.0 0.0 0.0
H 0.095907 0.655928 -6.324809 0.0 0.2 0.0
H 0.532252 2.056478 -7.297857 0.0 0.0 0.0
H 2.158879 1.964705 -5.066339 0.0 0.0 0.0
H 3.662208 2.765841 -3.502310 0.0 0.0 0.0
H 2.950844 2.739782 -1.891229 0.0 0.0 0.0
H 3.291341 4.281108 -2.665765 0.0 0.0 0.0
H 3.484985 4.290212 0.888702 0.0 0.0 0.0
H 4.189494 3.176043 2.053929 0.1 -0.1 0.0
H 4.180554 4.911098 2.386137 0.0 0.0 0.0
H 3.185865 2.986417 4.341669 0.0 0.0 0.0
H 2.091865 2.343612 6.321253 0.0 0.0 0.0
H 0.459572 1.758129 6.007570 0.0 0.0 0.0
H 0.693712 3.316908 6.792642 0.0 0.0 0.0
H -0.978050 3.840447 4.722261 -0.1 0.0 0.0
H -2.163553 4.912584 3.047263 0.0 0.0 0.0
H -1.637258 4.556726 1.399630 0.0 0.0 0.0
H -1.222185 6.100675 2.131965 0.0 0.0 0.0
H -4.752786 2.632418 0.562437 0.0 0.0 0.0
H -3.990638 3.859755 1.574170 0.0 0.0 0.0
H -5.694997 3.468915 1.797778 0.0 0.0 0.0
H -4.150805 3.478189 4.135945 0.0 0.0 0.0
H -3.605135 3.055444 6.396859 0.0 0.0 0.0
H -2.349836 1.829600 6.559773 0.1 0.0 0.0
H -4.008676 1.444351 6.992542 0.0 0.0 0.0
H -3.230058 -0.523933 5.289222 0.0 0.0 0.0
H -3.546648 -2.306027 3.848952 0.0 0.0 0.0
H -2.905774 -1.949754 2.242975 0.0 0.0 0.0
H -4.640583 -2.091628 2.476318 0.0 0.0 0.0
C 4.899157 -6.434200 -0.193218 0.0 0.0 0.0
C 3.808762 -5.487447 0.297591 0.0 0.0 0.0
C 2.593705 -5.524929 -0.614481 0.0 0.0 0.1
S 1.272570 -4.391683 -0.139886 -0.2 0.0 -0.2
O 0.220362 -4.587569 -1.186405 0.1 0.0 0.1
C 0.732030 -5.203144 1.412865 0.1 0.0 -0.1
C -0.788548 -5.313926 1.484081 0.0 0.0 0.0
C -1.328794 -6.520681 0.725269 0.0 0.0 0.0
H 5.770033 -6.397023 0.460581 0.0 0.0 0.0
H 5.221893 -6.162350 -1.198831 0.0 0.0 0.0
H 4.543579 -7.464754 -0.221921 0.0 0.0 0.0
H 4.199190 -4.467023 0.329174 0.0 -0.1 0.0
H 3.526152 -5.749012 1.320487 0.0 0.0 0.0
H 2.125241 -6.510133 -0.673240 0.1 -0.1 0.0
H 2.853137 -5.203838 -1.625804 0.0 0.0 0.0
H 1.122484 -4.562373 2.206695 0.0 0.0 0.0
H 1.204527 -6.183565 1.491762 0.0 -0.1 0.0
H -1.237116 -4.397370 1.094210 0.0 0.0 0.0
H -1.066951 -5.383798 2.538343 0.0 0.0 0.0
H -1.089373 -6.442293 -0.332917 0.0 0.0 0.0
H -2.411704 -6.585823 0.826783 0.0 0.0 0.0
H -0.900148 -7.446728 1.114473 0.0 0.0 0.0
```
Forces are in eV/Å.

***

Entry 2:
The following is a DFT calculation (ωB97M-V/def2-TZVPD) of C2H6O3S2 in the gas phase.

Maximum force   4.14 eV/Å
Energy above the lowest of the compared OMol25 structures with the same formula, charge and spin   1.517 eV
Multiplicity   1
Orbital gap   9.8 eV
SMILES   CCS(=O)(=O)SO
Molar mass   142.2 g/mol
E_tot   -29982.075 eV
E_LUMO   0.1 eV

```
13
Properties=species:S:1:pos:R:3:forces:R:3
C -1.288230 0.059710 0.824190 2.7 -2.6 1.7
C 0.119171 0.176932 0.143605 -0.7 0.2 -0.6
O 0.851700 0.704002 -2.436958 0.8 -0.3 -0.5
O -1.504423 0.802883 -1.893401 -2.2 0.5 -0.1
O 0.979054 -1.875805 -3.120315 1.7 1.2 -2.0
S -0.489153 -1.802012 -2.443070 0.0 0.4 -0.4
S -0.271658 0.134779 -1.754831 1.8 0.8 2.7
H -1.910926 0.813031 0.480417 -1.4 1.2 -0.3
H -1.678905 -0.985426 0.723509 0.0 1.0 -0.6
H -1.106491 0.039248 1.934285 -0.3 0.8 -0.9
H 0.716760 -0.746643 0.441622 -0.2 1.6 -0.7
H 0.618389 1.243266 0.303759 -0.8 -2.5 -0.4
H 1.239130 -1.091599 -3.779533 -1.4 -2.1 2.1
```
Forces are in eV/Å.

***

Entry 3:
The following is a DFT calculation (ωB97M-V/def2-TZVPD) of a molecular structure, C35H50AsClO5PRuS3Si2.

Maximum force   3.24 eV/Å
Energy above the lowest of the compared OMol25 structures with the same formula, charge and spin   5.958 eV
Multiplicity   2
Orbital gap (spin up / spin down)   6.2 / 5.7 eV
Molar mass   945.6 g/mol
E_tot   -180836.060 eV
E_LUMO (spin up / spin down)   -1.2 / -1.7 eV

```
99
Properties=species:S:1:pos:R:3:forces:R:3
Ru -0.611431 -0.410871 1.217001 -2.7 -1.5 -0.9
C -2.619931 2.993629 0.308501 0.2 -0.6 0.1
C -1.967831 3.358629 1.636801 0.0 -0.5 0.4
S -1.727131 1.941329 2.776501 -0.2 0.2 0.2
C -3.463631 1.379329 3.013401 0.5 0.3 -0.1
C -3.667431 -0.121171 3.126401 0.4 -0.2 -0.4
S -3.041131 -1.195871 1.784501 0.9 0.4 -0.2
C -4.082931 -0.790171 0.340201 0.3 0.0 0.2
C -3.958231 0.599529 -0.258999 0.4 0.0 0.2
S -2.259831 1.283429 -0.242699 0.4 -0.2 0.9
H -2.244131 3.626529 -0.494999 0.0 0.0 0.0
H -3.700431 3.117929 0.344401 0.0 0.0 0.0
H -2.544031 4.125929 2.155701 0.1 0.1 0.0
H -0.950731 3.720629 1.492101 0.0 0.1 0.0
H -4.034831 1.791429 2.188201 -0.1 0.0 0.0
H -3.803831 1.834129 3.945001 -0.1 0.0 -0.1
H -4.736431 -0.323971 3.221601 0.1 -0.1 0.1
H -3.141231 -0.508471 4.003001 -0.2 0.0 -0.1
H -5.118431 -0.982071 0.625501 0.0 -0.1 -0.1
H -3.768031 -1.536771 -0.391699 -0.1 0.0 0.1
H -4.604731 1.311129 0.250301 0.0 0.0 0.0
H -4.252131 0.565029 -1.309499 0.0 0.0 0.0
O 1.165269 -4.396771 2.049001 0.0 -0.2 0.2
C 0.494069 -3.541671 1.501201 0.8 -0.5 -1.3
O -0.240931 -2.685671 2.079901 -0.8 2.0 0.2
C 0.491769 -3.483371 -0.052299 0.0 0.2 0.7
P -0.059431 -1.836771 -0.746899 0.4 -0.4 0.3
C 1.432069 -1.319271 -1.653099 -0.2 0.4 0.3
C 2.186169 -2.175571 -2.443599 -0.2 -0.1 0.1
C 3.377869 -1.737271 -2.992799 0.2 0.0 0.0
C 3.823969 -0.445671 -2.759799 0.0 -0.1 0.0
C 3.060569 0.423729 -1.996999 0.1 0.0 0.1
C 1.874869 -0.018071 -1.441399 -0.2 0.1 0.1
C -1.219631 -2.540571 -1.957499 -0.5 0.3 0.2
C -2.321931 -3.205871 -1.424299 0.2 0.0 0.0
C -3.285631 -3.746771 -2.253499 -0.2 -0.1 -0.1
C -3.151131 -3.627871 -3.628499 -0.1 -0.1 0.0
C -2.044131 -2.987071 -4.161199 0.0 -0.1 -0.1
C -1.078131 -2.441271 -3.333199 0.0 0.0 0.1
H -0.206731 -4.260771 -0.373699 0.1 0.1 0.0
H 1.485769 -3.760171 -0.408699 -0.1 0.1 0.0
H 1.842369 -3.182871 -2.633399 0.0 -0.1 0.0
H 3.955869 -2.407971 -3.613699 0.1 0.0 0.0
H 4.762069 -0.117271 -3.182499 0.1 0.1 -0.1
H 3.393069 1.441029 -1.843299 0.0 0.1 0.0
H 1.256569 0.649229 -0.845599 0.1 0.0 -0.2
H -2.412931 -3.302871 -0.346199 0.0 -0.1 0.0
H -4.136231 -4.265771 -1.831899 0.0 0.0 0.0
H -3.903631 -4.043871 -4.284099 0.0 0.0 0.0
H -1.932331 -2.909671 -5.234399 0.0 0.0 0.0
H -0.234131 -1.914771 -3.750899 0.1 0.1 0.0
C 0.952769 2.310229 5.578401 -0.2 -0.8 0.1
Si 0.077569 0.612029 5.808001 -0.1 0.9 0.3
C 0.841469 -0.388671 7.253001 -0.3 0.2 -0.9
C -1.754731 1.018929 6.238001 0.6 -0.4 -0.3
As 0.037869 -0.713071 3.775901 0.0 -0.1 1.0
Si 2.221269 -0.371271 2.964701 1.4 0.4 -0.2
C 2.938769 -1.599771 1.694301 -0.7 0.2 0.5
C 2.039669 1.301029 2.006001 -0.3 -0.8 0.4
C 3.519269 -0.285971 4.373801 -0.7 0.1 -0.5
H 0.774169 2.973329 6.418601 -0.1 0.1 0.3
H 0.578069 2.801129 4.685801 -0.1 0.1 -0.2
H 2.025469 2.199929 5.470301 0.2 0.0 0.0
H 0.818169 0.154429 8.191801 -0.1 0.3 0.1
H 1.874069 -0.645571 7.043101 0.2 0.0 -0.1
H 0.296769 -1.318371 7.389801 -0.1 -0.2 0.0
H -1.894231 1.280729 7.282501 0.1 0.0 0.2
H -2.392331 0.162329 6.029401 -0.1 -0.1 0.0
H -2.106231 1.857229 5.644301 0.0 0.1 -0.2
H 2.351869 -1.590271 0.776401 0.1 0.0 0.0
H 2.949969 -2.617671 2.073101 0.0 -0.1 0.1
H 3.959469 -1.322171 1.438001 0.1 0.2 0.0
H 1.112369 1.249329 1.396701 0.2 0.2 0.0
H 2.869069 1.478029 1.328201 0.1 -0.1 -0.2
H 1.947369 2.161629 2.663101 -0.2 0.1 0.1
H 3.503869 -1.216471 4.932901 0.0 -0.2 0.1
H 3.343869 0.523629 5.072201 -0.1 0.2 0.1
H 4.516269 -0.165771 3.964901 0.2 0.0 -0.2
C 2.638769 -0.190371 -5.883799 -0.1 0.0 0.0
C 2.362969 1.145829 -5.273299 -0.2 0.0 0.0
C 3.355169 2.100729 -5.164399 -0.2 0.1 0.1
C 3.069769 3.350029 -4.635599 -0.2 -0.1 0.0
Cl 4.338769 4.517229 -4.475099 0.2 0.2 0.0
C 1.785969 3.672929 -4.245199 0.3 0.0 0.0
C 0.786269 2.718129 -4.328199 -0.2 -0.3 0.0
C 1.069569 1.444929 -4.811299 0.2 0.2 -0.1
O 0.168669 0.434329 -4.906899 0.5 -0.3 -0.2
C -1.167031 0.686829 -4.550299 -0.6 0.3 0.7
C -1.398331 0.969829 -3.011799 0.0 0.1 -1.7
O -2.067331 1.982329 -2.786399 -0.5 0.9 -0.2
O -0.930131 0.149329 -2.209099 0.6 -0.7 0.1
H 3.674469 -0.261471 -6.201599 0.1 0.0 0.0
H 1.987669 -0.348771 -6.740899 0.0 -0.1 -0.1
H 2.431069 -0.980771 -5.166799 0.0 -0.1 -0.1
H 4.356169 1.871429 -5.494999 0.1 0.0 -0.1
H 1.564269 4.662129 -3.877599 0.0 0.1 0.1
H -0.204531 2.978829 -3.992099 -0.2 -0.1 0.0
H -1.719031 -0.224371 -4.797599 0.1 0.1 -0.1
H -1.582031 1.534329 -5.108099 0.1 -0.1 0.0
```
Forces are in eV/Å.

***

The lowest E_tot belongs to which entry? C72H76GaGe2N3OS5